{
  "formula": "C33H44F31N13O29S13",
  "method": "ωB97M-V/def2-TZVPD",
  "symbols": ["C", "C", "N", "C", "C", "N", "C", "C", "H", "H", "H", "H", "H", "H", "H", "H", "H", "H", "H", "C", "C", "N", "C", "C", "N", "C", "C", "H", "H", "H", "H", "H", "H", "H", "H", "H", "H", "H", "C", "C", "N", "C", "C", "N", "C", "C", "H", "H", "H", "H", "H", "H", "H", "H", "H", "H", "H", "C", "C", "N", "C", "C", "N", "C", "C", "H", "H", "H", "H", "H", "H", "H", "H", "H", "H", "H", "N", "S", "O", "O", "F", "S", "O", "O", "F", "N", "S", "O", "O", "F", "S", "O", "O", "F", "C", "F", "F", "F", "S", "O", "O", "O", "C", "F", "F", "F", "S", "O", "O", "O", "C", "F", "F", "F", "S", "O", "O", "O", "C", "F", "F", "F", "S", "O", "O", "N", "S", "O", "O", "C", "F", "F", "F", "C", "F", "F", "F", "S", "O", "O", "N", "S", "O", "O", "C", "F", "F", "F", "C", "F", "F", "F", "S", "O", "O", "N", "S", "O", "O", "C", "F", "F", "F"],
  "coordinates": [[-0.461, 9.605, 1.290], [-1.273, 8.359, 1.654], [-0.401, 7.248, 1.879], [0.255, 6.935, 3.087], [0.841, 5.744, 2.897], [0.431, 5.300, 1.670], [-0.261, 6.235, 1.055], [0.994, 4.138, 1.039], [0.249, 9.764, 2.094], [-1.090, 10.498, 1.199], [0.056, 9.570, 0.332], [-1.848, 8.036, 0.772], [-1.979, 8.542, 2.455], [0.273, 7.631, 3.878], [1.459, 5.147, 3.555], [-0.664, 6.103, 0.049], [0.679, 4.148, -0.018], [0.615, 3.317, 1.596], [2.066, 4.190, 1.166], [1.190, -1.569, 0.660], [1.245, -0.229, -0.018], [0.082, 0.550, 0.095], [-0.449, 1.051, 1.314], [-1.611, 1.651, 0.998], [-1.791, 1.502, -0.379], [-0.746, 0.837, -0.861], [-2.776, 2.266, -1.209], [2.062, -1.806, 1.210], [0.938, -2.440, 0.026], [0.378, -1.494, 1.430], [1.468, -0.348, -1.060], [2.104, 0.251, 0.460], [-0.024, 0.778, 2.272], [-2.261, 2.136, 1.724], [-0.494, 0.527, -1.857], [-2.791, 3.277, -0.872], [-3.750, 1.809, -1.074], [-2.350, 2.183, -2.247], [5.390, 0.024, -5.860], [4.060, -0.256, -5.047], [3.363, -1.507, -5.488], [2.988, -1.830, -6.812], [2.662, -3.160, -6.790], [2.763, -3.601, -5.505], [3.210, -2.584, -4.740], [2.273, -4.874, -4.970], [6.092, 0.588, -5.196], [5.043, 0.488, -6.787], [5.894, -0.897, -6.126], [3.386, 0.568, -5.278], [4.190, -0.318, -3.983], [3.093, -1.185, -7.644], [2.422, -3.777, -7.687], [3.402, -2.649, -3.689], [2.351, -5.634, -5.773], [1.225, -4.779, -4.781], [2.856, -5.240, -4.139], [1.576, -5.161, 1.023], [1.538, -5.027, 2.619], [0.417, -4.149, 2.955], [-0.885, -4.565, 2.629], [-1.721, -3.607, 3.038], [-0.924, -2.636, 3.664], [0.326, -2.987, 3.562], [-1.337, -1.414, 4.336], [2.057, -4.284, 0.639], [0.545, -5.337, 0.638], [2.227, -6.020, 0.830], [2.446, -4.529, 2.976], [1.435, -6.012, 3.127], [-1.108, -5.466, 2.067], [-2.768, -3.478, 2.923], [1.143, -2.417, 3.959], [-2.054, -0.845, 3.754], [-0.401, -0.853, 4.418], [-1.802, -1.746, 5.260], [3.054, 1.624, 5.473], [1.784, 1.596, 6.427], [2.167, 1.916, 7.737], [0.983, 0.440, 6.286], [0.770, 2.882, 5.920], [3.237, 1.756, 3.955], [2.290, 1.139, 3.033], [4.556, 1.424, 3.651], [2.993, 3.282, 3.726], [4.264, -4.146, 4.672], [4.643, -2.724, 4.340], [5.929, -2.220, 4.662], [3.612, -1.816, 4.692], [4.772, -2.882, 2.665], [3.860, -4.774, 5.951], [4.276, -4.088, 7.177], [3.863, -6.203, 6.000], [2.214, -4.452, 5.931], [-1.435, -0.064, -5.049], [-1.625, 1.136, -4.485], [-2.301, -0.852, -4.437], [-1.804, 0.091, -6.337], [0.339, -0.615, -4.832], [0.563, -0.374, -3.415], [0.343, -1.949, -5.386], [0.923, 0.420, -5.683], [-1.641, 6.107, -3.611], [-2.570, 5.460, -2.860], [-1.139, 5.234, -4.558], [-2.244, 7.077, -4.325], [-0.329, 6.703, -2.567], [-0.924, 7.745, -1.776], [0.001, 5.482, -1.850], [0.635, 7.086, -3.535], [6.503, -1.086, -0.881], [6.408, -1.768, 0.239], [5.551, -0.133, -0.795], [7.740, -0.521, -0.929], [6.167, -2.073, -2.372], [6.942, -3.258, -2.241], [4.744, -2.136, -2.262], [6.618, -1.150, -3.371], [-1.219, -7.471, -1.465], [-1.348, -8.067, -0.278], [-2.241, -7.806, -2.233], [-1.348, -6.109, -1.185], [0.406, -7.816, -2.285], [0.785, -6.591, -2.911], [1.206, -8.375, -1.230], [0.011, -8.935, -3.328], [0.396, -8.956, -4.841], [1.676, -8.425, -5.169], [0.045, -10.290, -5.324], [-0.948, -7.800, -5.573], [-2.191, -8.040, -5.055], [-0.443, -6.584, -5.284], [-1.054, -7.889, -6.864], [-5.834, -1.923, 3.361], [-4.873, -2.783, 3.736], [-6.840, -2.697, 2.896], [-6.189, -1.328, 4.514], [-5.389, -0.781, 2.081], [-6.590, -0.066, 1.832], [-4.263, -0.110, 2.581], [-5.103, -1.765, 0.898], [-3.651, -1.788, 0.203], [-3.503, -0.542, -0.589], [-2.514, -2.161, 1.002], [-4.145, -3.146, -0.939], [-5.404, -2.908, -1.349], [-3.424, -3.274, -2.003], [-4.097, -4.309, -0.243], [-4.672, 4.467, 3.889], [-3.980, 4.221, 5.031], [-4.839, 3.313, 3.207], [-5.886, 5.010, 4.203], [-3.665, 5.593, 2.749], [-2.516, 6.055, 3.489], [-3.463, 4.832, 1.514], [-4.683, 6.775, 2.582], [-5.101, 7.852, 1.551], [-4.176, 8.983, 1.446], [-5.643, 7.409, 0.283], [-6.676, 8.526, 2.279], [-7.574, 7.543, 2.436], [-6.365, 9.116, 3.500], [-7.146, 9.443, 1.522]],
  "charge": -4,
  "energy_ha": -12450.07590,
  "e_homo_ev": -3.089,
  "gap_ha": 0.326
}